Entry 1:
Formula: C2H5NO2
Source: OMol25
Level of theory: ωB97M-V with the def2-TZVPD basis set

Properties
orbital gap = 10.4 eV
SMILES string = NC=O.C=O

```
! wB97M-V def2-TZVPD RIJCOSX def2/J DEFGRID3
* xyz 0 1
O -0.24 2.79 1.55
C 0.82 2.40 2.21
H 0.60 1.51 2.82
H 1.74 2.96 2.08
C -0.02 -1.75 -0.92
N -0.92 -1.40 -1.89
O 0.17 -2.88 -0.45
H 0.63 -0.87 -0.65
H -1.34 -0.56 -2.35
H -1.44 -2.22 -2.40
*
```

Results of the Mulliken charge analysis, in e, for atoms 1 through 5: -0.43, -0.08, 0.25, 0.26, 0.18

Entry 2:
Formula: H22O19SV2
Source: OMol25
Level of theory: ωB97M-V with the def2-TZVPD basis set

Properties
orbital gap = 7.8 eV

```
! wB97M-V def2-TZVPD RIJCOSX def2/J DEFGRID3
* xyz 0 1
O -1.81 2.27 2.30
V -2.31 2.52 0.81
O -1.36 3.56 0.12
O -1.12 -2.59 -2.95
V 0.12 -2.58 -2.00
O 0.22 -4.03 -1.36
S 0.10 0.05 0.20
O 1.06 0.68 -0.72
O -0.17 -1.33 -0.26
O 0.63 0.01 1.54
O -1.18 0.81 0.09
O 3.70 1.00 -1.12
H 2.81 0.63 -0.97
H 3.55 1.95 -1.22
O -3.17 -1.01 -0.72
H -3.04 -1.85 -0.28
H -2.40 -0.48 -0.48
O 2.52 -1.60 2.51
H 1.76 -1.03 2.25
H 3.29 -1.03 2.38
O 0.77 3.27 -1.83
H 0.86 2.43 -1.37
H -0.09 3.20 -2.27
O -0.39 -0.05 4.03
H 0.06 0.13 3.19
H -1.10 -0.66 3.80
O 0.87 -0.73 -2.90
H 1.68 -0.71 -3.43
H 1.05 -0.13 -2.13
O 2.39 -2.33 -0.88
H 2.17 -2.54 0.05
H 3.27 -2.71 -1.00
O -1.09 -2.67 1.97
H -1.69 -3.16 1.40
H -0.80 -1.91 1.43
O -3.96 1.12 0.96
H -4.64 0.96 1.63
H -4.21 0.55 0.21
O 2.03 2.30 1.91
H 1.60 1.43 1.98
H 2.54 2.25 1.09
O -1.41 1.69 -2.78
H -1.20 1.30 -1.92
H -1.94 1.02 -3.23
*
```

Results of the Mulliken charge analysis, in e, for atoms 1 through 5: -0.45, 1.11, -0.48, -0.53, 1.20

Entry 3:
Formula: C7H10OS
Source: OMol25
Level of theory: ωB97M-V with the def2-TZVPD basis set

Properties
orbital gap (spin up / spin down) = 7.6 / 7.1 eV

```
! wB97M-V def2-TZVPD RIJCOSX def2/J DEFGRID3
* xyz 0 3
C -1.06 -0.20 -0.43
C 0.08 0.67 1.09
C -1.42 0.13 0.92
C 0.30 0.48 -0.56
C -1.80 -1.03 1.87
C 0.27 1.90 -1.24
C 1.48 -0.31 -1.00
O -1.56 -1.01 -1.19
S 1.15 0.76 2.31
H -2.12 0.93 1.05
H -2.80 -0.87 2.43
H -0.95 -1.19 2.53
H -1.94 -1.94 1.32
H 0.26 1.78 -2.35
H 1.11 2.33 -0.85
H -0.50 2.43 -0.82
H 2.38 -0.15 -0.31
H 1.75 -0.08 -2.07
H 1.28 -1.28 -0.96
*
```

Results of the Mulliken charge analysis, in e, for atoms 1 through 5: -0.45, -0.70, 0.66, 1.76, -1.20

Results for ΔE to the lowest compared entry with this formula, charge and spin: 55.2; 0.0; 0.0 (in kcal per mole, following the order of the records).